Entry 1:
Density functional theory data (wB97M-V/def2-TZVPD) for a structure of composition C5H8N2S.

Net charge: 0
2S+1: 1

```
16
C5H8N2S | the OMol25 dataset | wB97M-V/def2-TZVPD
C 0.4072 -0.3543 -0.7817
C -0.5049 0.8371 -0.3849
C 0.7441 -0.1886 0.7313
C -0.5922 -0.7019 1.3246
C -1.5279 0.0707 0.4736
H 1.0971 0.0621 -2.6262
H 2.1572 -0.7896 -1.7364
H -0.1319 -1.2574 -1.0094
H -0.8602 1.5930 -1.1154
H 0.2258 1.7236 1.3551
H 1.7032 -0.5008 1.1533
H -0.7248 -1.7760 1.5224
H -2.4015 -0.3861 0.0147
N 1.4857 -0.0359 -1.6936
N 0.5610 1.2631 0.5294
S -1.6377 0.4412 2.2433
```

***

Entry 2:
Density functional theory data (wB97M-V/def2-TZVPD) for an isolated molecule of C5H8N2S.

Net charge: 0
SMILES string: CNc1cccn1S
2S+1: 1

```
16
C5H8N2S | the OMol25 dataset | wB97M-V/def2-TZVPD
C 2.2318 0.4175 0.5946
N 1.2977 0.1814 -0.4910
C 0.0212 -0.1245 -0.0417
C -0.5633 -0.4153 1.1839
C -2.0012 -0.5068 0.9633
C -2.1951 -0.4056 -0.3967
N -0.9936 -0.1444 -0.9557
S -0.7106 -0.0298 -2.6663
H 2.0567 1.1982 1.3611
H 2.4367 -0.5791 1.1696
H 3.1402 0.6881 0.1246
H 1.6116 -0.5123 -1.1572
H -0.1257 -0.2697 2.1504
H -2.7513 -0.4705 1.7606
H -3.1818 -0.3197 -0.9490
H -0.2733 1.2924 -2.6505
```

***

Entry 3:
Density functional theory data (wB97M-V/def2-TZVPD) for the ion C5H8N3O with charge +1.

Net charge: +1
SMILES string: O=c1[nH][nH][n+]2c1CCC2
2S+1: 1

```
17
C5H8N3O | the OMol25 dataset | wB97M-V/def2-TZVPD
O 2.1207 1.2499 -1.7566
C 1.0057 1.0124 -1.3632
N -0.2163 1.4956 -1.8100
N -1.2909 1.0647 -1.1181
N -0.6856 0.1734 -0.1417
C 0.6160 0.2009 -0.2531
C 1.2699 -0.6954 0.7126
C 0.1110 -1.2870 1.5550
C -1.1597 -0.4727 1.0310
H -0.3924 2.3354 -2.4874
H -2.0158 0.7720 -1.7984
H 1.8196 -1.3056 -0.0288
H 1.9594 -0.1633 1.3416
H 0.0036 -2.3073 1.1679
H 0.1472 -1.2284 2.6503
H -1.8168 -1.1903 0.6754
H -1.4758 0.3456 1.6235
```

***

Entry 4:
Density functional theory data (wB97M-V/def2-TZVPD) for the ion C5H8N3O2 with charge +1.

Net charge: +1
SMILES string: Cn1c(O)c[nH]/c1=[NH+]\C=O
2S+1: 1

```
18
C5H8N3O2 | the OMol25 dataset | wB97M-V/def2-TZVPD
C 1.3301 -0.2991 -1.6474
N 0.7129 -0.3468 -0.3825
C 1.0356 -1.2019 0.7123
O 2.1251 -1.9029 0.5821
C 0.0104 -1.1218 1.6023
N -0.8017 -0.0663 1.1280
C -0.4080 0.3502 -0.0115
N -1.0988 1.4442 -0.5321
C -2.2943 1.7800 -0.0153
O -2.7352 1.3917 1.0180
H 1.7228 0.7276 -1.9766
H 2.2587 -0.9817 -1.5277
H 0.7255 -0.7487 -2.4764
H 2.5222 -2.3288 1.2755
H -0.0276 -1.6302 2.5169
H -1.4176 0.4692 1.7227
H -0.8213 1.9656 -1.3497
H -2.8389 2.4997 -0.6387
```

***

Relative energy (zero: lowest compared OMol25 entry of this formula, charge and spin) in kJ/mol, matching the order above: 228.1; 170.7; 295.2; 22.1
HOMO in eV, matching the order above: -9.014; -7.656; -13.928; -13.245
Total energy in eV, matching the order above: -19128.057; -19128.653; -11822.902; -13872.994